Entry 1:
A molecular structure, C23H23N6O2PPdSSe at a distorted geometry, computed with ωB97M-V/def2-TZVPD.

Each line ends with the Löwdin charge.
Atoms and positions in Å:
Pd -0.23436 -0.59211 1.25149  0.482
O 0.80008 0.87603 3.37528  -0.040
C 0.93687 0.69009 2.19043  -0.470
C 1.90993 1.54090 1.40501  -0.215
C 2.85004 2.32091 2.07302  -0.014
C 3.69604 3.14005 1.34493  -0.064
C 3.60267 3.18717 -0.04327  -0.067
C 2.67105 2.40751 -0.71194  -0.061
C 1.83373 1.56986 0.01390  -0.327
P 0.59257 0.44683 -0.67310  1.040
C 0.27138 1.02540 -2.36957  -0.357
C -0.73867 1.96846 -2.55268  -0.094
C -0.98029 2.50692 -3.80690  -0.082
C -0.21417 2.10152 -4.89032  -0.083
C 0.78986 1.15941 -4.71607  -0.074
C 1.03510 0.62085 -3.46173  -0.085
C 1.58419 -1.06903 -1.01150  -0.377
C 2.86086 -1.25978 -0.49356  -0.080
C 3.51600 -2.46924 -0.67602  -0.072
C 2.90615 -3.49675 -1.37844  -0.080
C 1.63606 -3.30926 -1.90592  -0.079
C 0.97942 -2.10400 -1.72497  -0.130
H 2.89074 2.28102 3.15321  0.119
H 4.42391 3.75575 1.85724  0.106
H 4.26212 3.83482 -0.60652  0.105
H 2.60214 2.44340 -1.79219  0.107
H -1.34322 2.27506 -1.70646  0.105
H -1.76748 3.23750 -3.93886  0.104
H -0.40098 2.51750 -5.87187  0.103
H 1.38745 0.84105 -5.56045  0.105
H 1.81808 -0.11456 -3.33357  0.107
H 3.34508 -0.47258 0.07040  0.104
H 4.50184 -2.61089 -0.25253  0.105
H 3.41105 -4.44545 -1.50298  0.103
H 1.14685 -4.11240 -2.44120  0.105
H -0.02017 -1.97141 -2.12285  0.085
C -2.02488 2.49971 4.01192  -0.253
S -2.35876 0.73904 3.91528  0.811
C -4.07234 0.82264 4.45608  -0.262
O -2.42850 0.41244 2.45682  -0.599
H -2.05449 2.81991 5.05292  0.058
H -2.76200 3.03305 3.41169  0.060
H -1.02475 2.64463 3.61221  0.035
H -4.12646 1.28431 5.44137  0.053
H -4.44879 -0.19663 4.50777  0.049
H -4.63786 1.39466 3.72104  0.057
Se 0.41571 -2.27749 2.96950  0.598
C 0.07728 -3.73613 1.89760  -0.866
N -0.13524 -4.65207 1.22484  0.025
N -4.17823 -2.75521 -1.90190  0.133
N -3.38233 -2.54565 -0.78597  -0.285
N -3.72511 -2.97676 0.40347  0.148
C -2.73393 -2.49748 1.14234  -0.210
N -1.86008 -1.81389 0.40080  -0.079
N -2.29364 -1.84754 -0.84067  0.096
H -4.61540 -3.66194 -1.77969  0.099
H -3.56346 -2.76174 -2.70819  0.097
H -2.62867 -2.64842 2.20134  0.098

The value obtained for the maximum force is 0.0236 hartree/bohr. The spin multiplicity is 1. Its relative energy (zero: lowest compared OMol25 entry of this formula, charge and spin) is 4.7 kcal/mol. For the molar mass, the calculation gives 663.90 g mol⁻¹. As for the gap between HOMO and LUMO: 7.6 eV.

---

Entry 2:
A molecular structure, C23H24AsCl5F5N2SSi2Ti, computed with ωB97M-V/def2-TZVPD.

Each line ends with the Mulliken spin population.
Atoms and positions in Å:
Ti 0.88450 -0.29051 -0.32147  1.036
F -4.99882 -3.54896 -2.31888  0.000
C -3.70471 -3.24167 -2.25805  -0.001
C -3.27814 -2.16022 -1.50869  0.000
F -4.16199 -1.42017 -0.83713  0.000
C -1.92920 -1.87256 -1.46812  0.000
F -1.53492 -0.80702 -0.71961  0.014
C -0.96208 -2.60299 -2.12537  -0.011
S 0.74768 -2.16737 -2.06204  -0.019
C -1.42502 -3.68039 -2.86754  0.001
F -0.57186 -4.44891 -3.54537  0.000
C -2.76992 -4.00277 -2.93894  0.001
F -3.16835 -5.04593 -3.66237  0.000
Cl 3.21838 -0.17036 -2.27973  0.008
C 3.81603 0.09768 -0.64353  0.011
C 2.87801 0.13065 0.37281  -0.020
C 3.40856 0.28919 1.64454  -0.041
Cl 2.34464 0.29006 3.02874  0.000
C 4.77364 0.44773 1.88692  -0.007
Cl 5.38305 0.65408 3.48669  -0.001
C 5.66993 0.43439 0.81538  0.008
Cl 7.35426 0.63701 1.08323  0.001
C 5.18980 0.24937 -0.47764  0.001
Cl 6.26521 0.21631 -1.81826  0.000
C -3.14729 0.82726 1.68652  0.000
Si -2.35568 2.08043 0.56034  -0.001
C -2.71518 3.76555 1.25924  -0.003
C -3.18297 1.97284 -1.10658  0.002
As -0.02529 1.85614 0.68819  -0.014
Si 0.53934 2.83384 -1.37764  -0.001
C -0.34810 4.44836 -1.65934  -0.002
C 2.36830 3.23234 -1.38248  0.006
C 0.09742 1.64279 -2.76000  0.037
H -4.20322 1.09208 1.80159  0.000
H -2.69304 0.84365 2.68020  0.000
H -3.10761 -0.18716 1.29263  0.000
H -3.79355 3.93973 1.31934  0.000
H -2.27561 4.55266 0.64430  0.000
H -2.29267 3.86187 2.26124  0.001
H -4.26222 2.06832 -0.94775  0.000
H -3.00414 1.02291 -1.60759  0.000
H -2.87893 2.77156 -1.78040  0.000
H -0.14591 5.12906 -0.82961  0.000
H -1.42739 4.36495 -1.76559  0.000
H 0.05209 4.90106 -2.57178  0.000
H 2.77467 3.24349 -0.37008  -0.002
H 2.50563 4.22953 -1.80920  0.001
H 2.95696 2.53254 -1.97676  -0.001
H -0.98582 1.65077 -2.89326  0.000
H 0.36361 0.58419 -2.61711  -0.029
H 0.57638 1.92951 -3.70102  0.002
N 0.47488 -4.30035 4.41741  0.002
C 0.51837 -3.45749 3.35581  0.003
C 1.54899 -3.54349 2.40634  -0.004
C 1.54881 -2.68108 1.34491  0.011
N 0.61038 -1.73660 1.15835  -0.016
C -0.38210 -1.66518 2.05461  0.034
C -0.47248 -2.49169 3.14770  0.001
H 1.26536 -4.88211 4.62750  0.000
H -0.18010 -4.14045 5.16087  0.000
H 2.33823 -4.27661 2.50041  0.000
H 2.33065 -2.73182 0.59774  0.005
H -1.12013 -0.89231 1.88997  -0.013
H -1.29936 -2.37772 3.83540  0.000

The value obtained for the maximum force is 0.0168 hartree/bohr. The spin multiplicity is 2. Its relative energy (zero: lowest compared OMol25 entry of this formula, charge and spin) is 3.8 kcal/mol. For the molar mass, the calculation gives 811.74 g mol⁻¹. As for the gap between HOMO and LUMO (spin up / spin down): 7.3 / 7.5 eV.

---

The lowest relative energy (zero: lowest compared OMol25 entry of this formula, charge and spin) belongs to which entry? C23H24AsCl5F5N2SSi2Ti

---

Which value of molar mass does entry 1 give? 663.90 g mol⁻¹